79
Properties=species:S:1:pos:R:3:forces:R:3:lowdin_charge:R:1 method="wB97M-V/def2-TZVPD" homo_lumo_gap_ev="7.16 / 7.16" charge=+1 lumo_energy_ev="-2.701 / -2.702" de_lowest_ev=0.0128 e_tot_ev=-55226.0840
H 3.428 -0.976 -2.582 0.018 -0.046 0.036 0.14
Pt -0.026 -0.410 0.259 1.139 -0.418 -0.877 0.94
H 5.143 -0.143 -0.586 0.027 -0.020 -0.028 0.12
C -1.272 -2.796 4.351 -0.011 0.013 -0.053 -0.06
H 1.458 -2.338 -3.181 0.087 0.046 -0.078 0.09
H -1.318 -5.364 -1.933 0.016 -0.002 -0.035 0.08
H -3.787 -1.656 4.189 -0.029 -0.005 0.017 0.08
H -0.052 -7.016 -0.007 -0.021 0.005 0.014 0.09
H -0.510 4.991 -0.776 -0.009 0.037 -0.037 0.11
C 4.165 0.035 -0.177 0.021 0.052 0.031 0.01
H 3.530 -3.424 -2.362 -0.011 -0.018 -0.020 0.08
H 2.927 -3.315 -0.693 0.041 0.010 -0.056 0.03
H -0.382 -3.231 3.897 0.015 -0.003 0.002 0.06
C -0.607 -0.488 3.652 0.192 0.185 0.050 -0.30
H -4.541 -0.685 2.062 0.022 -0.013 0.016 0.07
H -2.695 -4.463 -1.321 0.001 0.007 0.007 0.09
H -3.220 3.598 -0.957 -0.013 -0.004 0.014 0.09
H 0.670 -6.326 -1.480 0.001 0.025 -0.025 0.09
H 1.157 4.470 1.335 0.048 0.020 0.040 0.13
C -0.652 2.776 -0.788 -0.004 -0.025 -0.182 -0.26
N -4.402 -0.453 -0.016 -0.011 0.039 -0.097 -0.17
N -0.929 -3.942 -0.402 0.266 0.051 0.057 -0.02
H -2.076 -3.533 4.322 -0.005 -0.039 0.006 0.08
H -2.795 -0.735 5.317 -0.008 0.002 0.016 0.08
H -1.328 0.364 -2.003 -0.013 0.025 -0.061 0.02
S 0.842 -2.705 1.097 -0.343 1.063 -0.176 0.75
H -2.014 -5.758 -0.346 -0.001 -0.007 0.012 0.09
N 1.971 -0.022 0.136 -0.403 -0.071 0.195 -0.09
C 1.430 -1.646 -2.336 0.021 -0.131 -0.143 -0.09
C -1.341 1.222 -2.676 0.021 0.012 0.015 -0.08
C 3.495 -2.799 -1.470 0.003 0.045 0.049 -0.06
H -1.435 3.348 -2.631 -0.036 -0.005 0.036 0.14
H -5.996 -1.143 1.151 0.000 -0.014 0.000 0.10
C -0.031 0.119 4.780 0.001 -0.022 0.049 0.00
H -5.579 0.800 -1.214 -0.006 0.011 -0.007 0.10
C -5.103 -0.178 -1.270 -0.031 0.011 -0.051 -0.01
C -1.599 2.526 -1.928 -0.026 -0.056 -0.012 -0.35
C 0.238 -4.058 0.242 -0.512 -0.051 -0.445 -0.76
H 1.692 -7.033 -0.242 -0.008 0.002 0.003 0.10
H -0.379 1.255 -3.187 0.022 -0.032 0.015 0.08
H 4.442 1.526 1.463 0.006 0.041 0.041 0.13
C 0.602 3.797 0.707 -0.114 -0.062 0.018 -0.05
H 1.797 -5.082 0.838 -0.026 -0.015 -0.108 0.12
C -2.962 -0.945 4.259 -0.007 -0.048 -0.054 -0.07
H -1.053 -2.582 5.398 0.016 -0.009 0.013 0.08
H -5.862 -0.944 -1.433 0.004 0.005 -0.008 0.10
N -0.097 1.837 -0.020 -0.085 -0.913 0.172 0.03
C -1.768 -4.952 -1.034 0.043 -0.061 0.000 -0.05
H 1.000 -0.706 -2.681 -0.055 -0.018 0.057 0.06
N -2.011 -1.007 0.000 0.229 0.710 0.344 0.03
H -1.887 -1.757 2.573 0.019 -0.007 0.008 0.09
C -5.178 -0.426 1.223 -0.047 0.009 0.057 0.01
C 0.873 1.022 4.271 0.009 0.018 0.120 -0.06
H -3.236 1.862 -0.675 -0.024 -0.017 0.029 0.06
H 2.298 2.552 2.474 0.033 0.046 -0.109 0.12
N 0.828 0.946 2.931 0.123 0.239 0.034 -0.04
C -0.238 4.040 -0.355 0.013 -0.055 0.001 0.00
N -0.073 0.030 2.548 -0.421 -0.069 0.992 -0.01
C 0.788 -6.453 -0.408 -0.045 -0.047 -0.027 -0.05
H -3.747 2.516 -2.250 -0.013 -0.024 -0.009 0.08
C -3.041 2.630 -1.425 0.031 0.049 -0.013 -0.05
H 4.514 -2.664 -1.107 0.029 -0.021 0.000 0.08
H -5.588 0.572 1.375 0.005 0.014 0.010 0.11
C 3.832 0.880 0.856 -0.009 -0.061 -0.007 -0.04
B 1.618 1.754 1.896 -0.161 -0.169 0.204 -0.51
C -3.131 -0.691 -0.005 -0.014 -0.380 0.024 -0.22
C 2.958 -0.517 -0.617 0.017 0.031 -0.148 -0.26
N 2.511 0.828 1.040 -0.007 0.048 -0.014 0.00
N 0.671 2.476 0.905 -0.038 -0.084 -0.075 -0.01
C 2.839 -1.451 -1.791 -0.087 -0.111 -0.029 -0.35
C -1.692 -1.519 3.624 -0.016 0.039 0.013 -0.39
H 0.769 -2.078 -1.584 0.053 0.070 -0.159 0.00
H -3.254 -0.006 3.787 -0.006 0.030 -0.010 0.07
H -0.252 -0.074 5.815 0.022 0.013 0.068 0.11
H 1.535 1.713 4.763 0.039 0.022 0.013 0.12
H -4.395 -0.182 -2.094 0.005 -0.006 0.001 0.09
H -1.321 -3.014 -0.321 -0.019 -0.053 -0.011 0.05
H -2.114 1.059 -3.428 -0.008 0.033 -0.038 0.08
N 0.973 -5.172 0.262 0.043 0.136 0.300 -0.02

=====

78
Properties=species:S:1:pos:R:3:forces:R:3:lowdin_charge:R:1 method="wB97M-V/def2-TZVPD" spin_multiplicity=3 homo_lumo_gap_ev=7.73 lumo_energy_ev=-1.045 de_lowest_ev=3.3816 e_tot_ev=-116446.5049
O 2.935 -4.011 2.253 2.813 -0.361 -0.666 0.06
H -2.545 2.057 -6.143 -0.028 0.078 0.095 0.06
N -1.379 -1.283 2.656 3.919 1.455 -1.388 -0.04
H 5.922 -1.003 1.907 -0.952 -0.770 -1.315 0.13
H -0.291 3.478 -6.064 -0.072 0.015 0.071 0.09
H 0.311 1.784 -2.945 -0.164 0.186 -0.010 0.12
C -0.957 0.798 4.059 0.154 0.182 -0.445 -0.14
H -1.468 2.645 3.085 -0.041 -0.079 0.044 0.12
C -0.933 3.987 -5.339 -0.263 0.041 -0.382 -0.03
H -4.018 -1.623 2.071 0.051 0.034 0.026 0.09
C -1.213 -0.732 4.037 -0.491 -0.292 2.010 -0.46
O 3.827 -3.372 0.240 1.467 -1.295 2.981 -0.02
Br 2.808 -0.882 0.556 0.966 -0.076 -0.013 0.78
C 3.514 -2.715 2.576 -1.938 0.930 -1.132 -0.30
C -2.102 -0.999 0.248 0.638 -0.222 0.186 -0.04
O -0.138 -1.427 2.112 -2.310 -0.396 0.907 -0.07
O -2.243 2.993 -2.100 -0.471 0.611 -2.430 -0.03
H 0.912 2.209 -4.531 -0.162 0.268 0.071 0.12
H -1.936 4.033 -5.760 0.050 -0.178 0.096 0.06
H -3.986 -0.099 2.970 0.076 -0.094 -0.018 0.06
H -4.308 -0.086 1.259 0.293 -0.052 -0.025 0.09
C -0.009 2.028 -3.966 -0.194 -0.374 0.287 -0.14
O 6.878 -4.015 0.236 -0.456 2.196 5.371 -0.17
C -1.831 1.613 3.117 -0.089 0.006 0.040 -0.18
H 8.699 -3.849 -0.037 0.082 1.910 -0.811 0.13
C 8.126 -2.991 0.434 -0.439 -1.127 2.486 -0.07
C -2.467 -1.105 4.880 -0.445 -0.104 -0.022 -0.03
H -2.358 -2.062 0.200 0.079 0.083 0.079 0.09
H -0.660 5.264 -2.935 -0.021 -0.129 -0.038 0.09
H -0.057 -1.055 5.871 -0.292 0.076 -0.197 0.09
H -2.477 1.599 1.069 -0.014 -0.303 -0.040 0.13
C 6.712 -3.042 1.368 -0.561 -0.021 -4.011 -0.15
N -2.274 3.071 -3.460 1.224 -1.725 3.879 -0.04
H -4.820 0.721 -3.695 0.276 0.126 -0.172 0.09
C 5.633 -1.725 1.070 1.501 -2.645 0.481 -0.06
H -0.808 0.882 -5.616 -0.068 0.002 0.033 0.11
H -2.856 1.665 3.500 0.003 -0.038 -0.063 0.11
H 8.700 -3.132 1.456 -0.654 -1.110 -0.864 0.06
C -4.286 1.555 -3.230 0.328 0.321 0.526 -0.04
H -0.799 1.155 1.293 -0.040 -0.208 0.045 0.12
H -2.549 -0.278 -4.319 -0.185 0.248 0.024 0.13
H -2.237 -1.856 5.643 0.179 0.204 -0.075 0.08
H -0.072 -0.085 -4.359 -0.017 0.089 -0.037 0.12
H -4.946 2.427 -3.268 0.132 -0.034 0.027 0.09
H 0.942 -1.080 4.432 -0.176 -0.054 -0.103 0.06
C -0.093 4.338 -3.068 -0.530 -0.324 0.610 -0.05
C 3.695 -4.493 1.134 1.218 -2.732 -0.412 -0.35
H -4.141 1.280 -2.182 0.119 0.201 -0.107 0.07
C -1.804 1.024 1.714 0.281 0.070 0.238 -0.13
H 6.808 -3.430 2.505 -0.113 0.777 -2.913 0.17
C -2.196 -0.467 1.701 -1.835 0.202 -1.064 -0.48
O 4.015 -4.015 5.122 -0.742 2.707 0.586 0.10
H 0.157 3.945 -2.078 -0.219 0.009 -0.113 0.07
H -3.264 -1.563 4.297 0.101 0.163 -0.091 0.06
O 4.177 -5.632 0.975 -2.756 5.346 0.605 0.16
C 4.141 -2.288 1.150 -0.691 1.316 -0.164 -0.63
H -0.616 5.034 -5.301 0.116 -0.205 0.159 0.08
C -3.706 -0.577 2.031 -0.069 0.027 0.326 -0.05
H -1.073 1.183 5.077 0.013 -0.326 -0.008 0.12
H 0.088 0.993 3.784 -0.063 -0.239 -0.032 0.12
H -2.797 -0.466 -0.408 -0.036 0.077 0.346 0.07
O 4.459 -2.624 3.663 0.137 0.467 -3.516 -0.08
C -0.036 -1.375 4.825 0.273 -0.113 -0.808 -0.05
C -2.053 0.586 -3.863 0.346 0.082 0.173 -0.14
H -3.987 1.153 -5.773 0.074 0.053 0.277 0.09
C -0.876 3.313 -3.937 1.213 1.254 -1.182 -0.46
H -3.990 2.904 -5.570 0.060 -0.015 0.031 0.09
H 0.857 4.596 -3.546 -0.241 -0.186 -0.223 0.09
H 5.902 -1.350 0.026 -0.559 -0.534 1.597 0.13
C -2.951 1.835 -3.967 -1.473 -0.793 -1.280 -0.48
C -3.381 2.005 -5.446 0.238 0.130 -0.194 -0.05
H -1.893 0.320 -2.811 -0.071 0.206 -0.016 0.11
H -0.094 -2.467 4.810 -0.053 0.096 -0.063 0.09
H -1.107 -0.866 -0.186 -0.031 -0.093 0.232 0.07
N 3.867 -2.846 4.884 -0.115 -3.989 1.306 0.02
C -0.700 0.794 -4.530 0.009 0.003 -0.101 -0.18
H 2.579 -2.066 2.742 1.677 -0.952 0.368 0.11
H -2.887 -0.236 5.395 0.037 -0.059 -0.077 0.09

=====

71
Properties=species:S:1:pos:R:3:forces:R:3:lowdin_charge:R:1 method="wB97M-V/def2-TZVPD" homo_lumo_gap_ev="3.98 / 3.97" charge=+2 lumo_energy_ev="-9.021 / -9.027" de_lowest_ev=0.0000 e_tot_ev=-61153.8044
O 0.777 -0.788 -2.506 -1.729 1.299 1.803 -0.26
C 1.614 -1.761 -2.837 1.397 -1.830 -1.838 -0.44
C 2.132 0.203 1.769 -0.543 -0.191 0.134 -0.12
H -3.064 1.567 -1.594 -0.176 0.108 0.204 0.10
Ce -0.220 -0.098 -0.560 4.305 1.075 -2.625 1.62
H 5.027 6.698 0.568 -0.069 -0.378 -0.433 0.06
O 1.846 -2.226 -3.945 -0.940 1.518 2.699 0.10
H 5.052 5.512 -0.789 -0.258 0.157 0.287 0.05
H 6.083 3.014 1.864 0.163 0.154 -0.206 0.05
C 1.509 2.771 1.875 0.286 0.096 0.411 -0.21
H 2.394 1.540 3.391 -0.314 -0.097 -0.220 0.15
H -0.785 -3.873 0.410 -0.095 0.000 -0.139 0.10
H 5.459 6.007 2.749 -0.302 -0.046 0.141 0.05
C -0.881 -2.042 2.483 0.442 -0.112 0.158 0.01
C -2.045 -0.044 1.253 -0.785 -0.926 -0.342 -0.25
C 1.671 1.402 2.564 -0.142 0.213 0.378 -0.15
C 3.580 7.413 -2.065 -0.339 -0.194 -0.178 -0.32
H 4.372 8.113 -1.772 -0.136 -0.208 -0.079 0.05
C 4.487 5.498 2.811 -0.046 -0.256 0.239 -0.28
H 3.842 2.135 0.790 -0.225 -0.337 -0.207 0.04
C 2.876 0.220 0.652 -0.269 0.002 -0.893 -0.10
C -1.452 -1.357 1.283 -1.314 0.071 -0.283 -0.27
H 2.027 8.771 0.088 0.197 -0.096 0.242 0.04
P 4.249 4.508 1.282 1.129 1.177 -0.350 0.82
H 4.355 1.129 -0.551 -0.494 0.209 0.283 0.14
H 2.589 1.718 -1.947 -0.172 0.252 0.297 0.12
H -1.828 1.894 2.173 -0.133 -0.166 0.119 0.09
H 2.786 7.968 -2.579 0.235 -0.080 -0.004 0.04
H -0.146 -2.803 2.185 -0.182 0.174 0.203 0.10
C -2.645 0.149 -0.047 -0.138 -1.218 0.551 -0.28
C 0.689 2.848 0.620 -0.343 -0.283 0.342 -0.11
H 6.666 4.626 1.318 -0.006 -0.355 -0.112 0.05
C 3.457 1.456 0.015 0.653 0.129 -0.261 -0.19
H 0.715 1.174 3.054 0.211 -0.274 0.015 0.10
H 3.151 3.203 -1.210 -0.251 -0.301 0.066 0.12
H -0.342 3.210 0.767 0.356 -0.053 -0.414 0.12
H -4.411 1.327 -0.473 0.361 -0.114 0.001 0.13
H -3.218 0.969 2.770 0.374 -0.143 -0.359 0.13
H 3.988 6.660 -2.750 -0.113 0.213 0.054 0.03
H 2.112 -2.130 -1.911 0.235 -0.293 -0.398 0.13
H 0.567 2.984 -1.490 0.136 -0.218 0.443 0.13
H -1.584 0.519 3.272 -0.159 0.138 -0.248 0.09
C -2.434 -1.054 -0.807 -0.430 0.092 1.081 -0.30
C -3.312 1.390 -0.536 0.175 0.345 -0.171 0.03
H -3.069 -0.348 -2.732 -0.023 -0.239 0.026 0.10
H -0.496 -3.270 -1.231 -0.171 -0.094 0.063 0.11
H 6.099 3.416 0.113 0.023 0.060 0.302 0.04
H 1.050 3.459 2.611 0.166 -0.378 -0.262 0.14
H 2.512 3.202 1.674 -0.829 -0.207 -0.012 -0.02
C 1.179 2.672 -0.621 0.043 -0.267 -0.525 -0.15
C 2.599 2.269 -0.987 0.081 -0.172 -0.281 -0.16
C -2.172 0.879 2.419 0.263 0.359 0.342 0.02
C 4.459 5.890 0.064 -0.103 -0.082 0.065 -0.59
H -2.087 -3.920 -0.806 0.291 0.225 0.089 0.13
H -3.430 -2.067 -2.432 0.267 0.278 0.138 0.13
H 3.793 8.675 0.331 -0.232 -0.190 0.080 0.05
C -2.697 -1.261 -2.256 0.134 0.002 -0.511 0.03
H 3.684 6.240 2.925 0.235 -0.253 0.036 0.03
H -1.766 -1.563 -2.778 -0.392 0.043 0.045 0.11
C 2.845 8.131 0.449 -0.460 -0.095 0.059 -0.32
C -1.701 -1.978 0.014 -0.791 0.373 0.678 -0.29
H -1.676 -2.557 3.052 0.246 0.242 -0.304 0.13
H 2.678 7.901 1.509 -0.029 0.162 -0.221 0.02
P 2.847 6.586 -0.575 0.990 0.704 -0.084 0.78
H 3.183 -0.717 0.158 -0.168 0.157 0.536 0.12
C 5.948 3.816 1.126 -0.039 -0.050 0.211 -0.29
H 4.487 4.818 3.675 -0.004 0.343 -0.088 0.04
C -1.242 -3.329 -0.419 0.180 -0.145 -0.157 0.04
H -0.386 -1.341 3.166 -0.129 -0.178 -0.136 0.09
H -2.999 2.260 0.051 -0.128 -0.110 -0.143 0.10
H 1.933 -0.762 2.262 0.025 0.261 -0.341 0.12